(1)
Entry from the OMol25 dataset: a 7-piece molecular cluster, C44H40ClF6N2O4S2 overall at a distorted geometry (ωB97M-V/def2-TZVPD).

```
99
Properties=species:S:1:pos:R:3:forces:R:3:mulliken_charge:R:1
C 4.196 -2.123 -0.092 0.0 0.9 -0.1 -0.978
C 3.569 -0.641 -0.217 0.1 0.0 0.2 0.349
C 4.706 0.407 -0.688 -1.7 -1.6 -0.5 -0.374
Cl 5.946 0.524 0.651 -0.8 0.3 -1.2 -0.175
S 3.812 2.015 -1.035 0.1 4.9 0.2 0.925
O 4.753 3.075 -1.586 -1.7 -3.6 1.2 -0.694
O 3.217 2.462 0.280 0.8 -1.9 -2.3 -0.540
N 2.681 1.653 -2.268 -0.9 0.4 2.7 -0.331
S 1.134 2.301 -1.926 0.4 3.5 -4.2 1.069
O 0.374 2.277 -3.252 1.6 -1.5 3.4 -0.611
O 1.206 3.745 -1.501 -0.3 -3.8 0.6 -0.651
C 0.220 1.211 -0.751 -3.0 -3.2 4.4 0.487
C -0.503 -0.114 -1.150 0.2 0.8 0.9 -0.143
C -1.302 -1.025 -0.206 1.9 3.4 0.5 -0.673
N -1.451 -0.684 1.164 2.3 2.1 -2.8 -0.414
C -0.786 0.497 1.579 0.7 1.0 -1.0 -0.638
C 0.051 1.516 0.787 -1.2 -2.9 -2.7 -0.207
H 3.430 -2.887 -0.479 1.4 1.0 0.7 0.197
H 4.476 -2.312 0.996 -0.4 0.0 -1.6 0.199
H 5.168 -2.134 -0.710 -1.6 -0.3 0.8 0.377
H 3.159 -0.261 0.793 0.6 -0.7 -1.7 -0.018
H 2.685 -0.645 -0.960 1.6 0.2 1.0 -0.040
H 5.170 0.027 -1.658 -0.3 0.8 1.4 0.452
H -0.443 -0.429 -2.254 -0.1 0.6 1.9 0.368
H -1.809 -1.980 -0.584 0.9 1.7 0.6 0.342
H -0.914 0.755 2.697 0.2 -0.6 -2.0 0.337
H 0.529 2.446 1.258 -0.9 -1.7 -0.8 0.393
F 2.736 -1.934 2.633 -0.1 0.0 0.0 -0.224
C 3.376 -1.841 3.807 0.4 0.1 0.7 0.318
C 4.317 -0.841 3.995 0.1 0.1 -0.2 -0.135
C 4.977 -0.743 5.217 -0.2 -0.3 0.0 -0.439
C 4.694 -1.653 6.232 0.1 0.0 0.0 -0.562
C 3.751 -2.657 6.031 0.1 0.2 -0.2 -0.390
C 3.083 -2.748 4.814 -0.1 -0.1 0.0 -0.573
H 4.530 -0.146 3.190 0.0 0.0 0.0 0.455
H 5.709 0.041 5.377 -0.1 -0.1 -0.1 0.410
H 5.212 -1.579 7.184 -0.1 0.0 -0.1 0.364
H 3.535 -3.367 6.822 0.0 0.1 -0.1 0.365
H 2.339 -3.518 4.643 0.0 0.1 0.0 0.426
F -7.686 0.266 4.973 -0.2 0.0 0.2 -0.328
C -6.643 0.000 4.167 0.7 -0.2 -0.5 0.266
C -5.853 -1.110 4.419 -0.1 -0.1 0.2 -0.347
C -4.776 -1.387 3.581 -0.2 0.3 -0.1 -0.559
C -4.496 -0.545 2.508 0.1 -0.1 -0.1 -0.427
C -5.294 0.570 2.267 -0.1 -0.2 0.3 -0.326
C -6.377 0.842 3.098 -0.1 0.1 0.0 -0.336
H -6.081 -1.750 5.264 0.0 0.1 0.0 0.401
H -4.156 -2.258 3.765 -0.1 0.1 0.0 0.392
H -3.654 -0.759 1.857 -0.1 0.1 0.2 0.467
H -5.072 1.227 1.434 0.0 -0.1 0.1 0.323
H -7.014 1.701 2.920 0.0 0.0 0.0 0.433
F -5.737 0.570 -1.095 0.0 0.0 0.0 -0.254
C -6.704 1.471 -1.322 -0.5 0.5 -0.1 0.333
C -7.707 1.178 -2.233 0.0 -0.1 -0.1 -0.423
C -8.713 2.110 -2.465 0.2 0.2 0.2 -0.338
C -8.698 3.330 -1.792 -0.1 0.0 0.0 -0.435
C -7.683 3.615 -0.883 -0.1 -0.3 -0.2 -0.511
C -6.683 2.679 -0.642 0.1 0.0 0.1 -0.268
H -7.697 0.227 -2.753 0.0 0.0 0.1 0.401
H -9.507 1.888 -3.170 0.1 0.0 0.1 0.355
H -9.481 4.058 -1.977 0.1 -0.1 0.0 0.356
H -7.671 4.567 -0.362 0.0 -0.1 0.0 0.350
H -5.891 2.882 0.068 0.0 0.0 -0.1 0.478
F 0.168 -2.783 -2.300 -0.1 0.0 0.0 -0.153
C 0.936 -3.706 -2.899 0.5 -0.5 -0.4 0.192
C 1.624 -3.371 -4.055 0.0 0.2 0.0 -0.208
C 2.424 -4.325 -4.674 -0.1 -0.2 0.2 -0.429
C 2.518 -5.607 -4.137 0.0 0.0 0.0 -0.514
C 1.818 -5.934 -2.979 0.0 0.3 -0.2 -0.476
C 1.027 -4.976 -2.353 -0.1 0.0 0.2 -0.386
H 1.532 -2.370 -4.463 0.0 -0.1 0.1 0.364
H 2.973 -4.070 -5.575 -0.1 0.0 0.1 0.432
H 3.139 -6.352 -4.624 -0.1 0.1 0.1 0.361
H 1.889 -6.934 -2.564 0.0 0.1 0.0 0.363
H 0.482 -5.210 -1.445 0.0 0.1 0.0 0.419
F 2.729 1.995 7.473 0.1 -0.1 0.2 -0.320
C 2.430 2.659 6.343 -0.2 0.5 -0.8 0.142
C 2.136 4.013 6.407 0.0 0.0 0.2 -0.462
C 1.832 4.702 5.236 0.0 -0.4 -0.1 -0.460
C 1.814 4.027 4.018 0.0 0.1 0.0 -0.595
C 2.105 2.667 3.967 0.0 0.2 0.2 -0.042
C 2.420 1.980 5.135 0.0 -0.2 0.1 -0.383
H 2.147 4.519 7.365 0.0 -0.1 0.0 0.406
H 1.608 5.763 5.274 0.0 -0.1 0.0 0.357
H 1.572 4.565 3.106 0.1 -0.1 0.1 0.448
H 2.087 2.142 3.017 0.1 0.1 0.1 0.395
H 2.658 0.923 5.112 0.0 0.1 0.1 0.510
F 3.126 -1.444 -7.177 0.2 -0.2 0.0 -0.327
C 2.053 -0.657 -7.373 -0.8 0.6 -0.1 0.239
C 1.549 -0.501 -8.655 0.1 -0.1 -0.1 -0.447
C 0.436 0.309 -8.857 0.0 0.0 0.3 -0.319
C -0.154 0.960 -7.776 0.0 -0.1 -0.1 -0.584
C 0.364 0.799 -6.493 -0.1 0.0 -0.2 -0.440
C 1.471 -0.019 -6.290 0.1 -0.1 0.1 -0.357
H 2.027 -1.009 -9.485 0.0 0.0 0.1 0.393
H 0.029 0.433 -9.855 0.1 0.0 0.1 0.347
H -1.020 1.595 -7.935 0.1 -0.1 0.0 0.379
H -0.093 1.310 -5.652 0.2 -0.1 0.0 0.445
H 1.881 -0.162 -5.297 0.0 0.1 0.0 0.686
```
Forces are in eV/Å.

Output
**Energy**: -3966.7669 hartree
**HOMO level**: -6.256 eV
**HOMO-LUMO gap**: 0.308 hartree
**Net charge**: -1

(2)
Entry from the OMol25 dataset: a 2-piece molecular cluster, C6H14NO overall at a distorted geometry (ωB97M-V/def2-TZVPD).

```
22
Properties=species:S:1:pos:R:3:forces:R:3:mulliken_charge:R:1
C -0.048 2.262 -0.409 2.1 3.5 -0.2 -0.160
N -0.848 2.563 0.573 -1.0 -3.7 -3.4 -0.757
C -1.754 -1.436 -1.055 0.4 -0.4 -0.2 -0.434
C -0.893 -2.654 -0.601 0.9 -0.2 0.2 -0.537
O 0.415 -2.399 -0.356 -0.3 0.3 -0.5 -0.812
C 0.906 1.089 -0.651 -1.6 0.1 0.8 -0.690
C 1.464 0.971 1.917 -0.3 -0.3 -1.4 -1.372
C 1.065 0.237 0.602 0.4 0.3 0.3 -0.204
H -1.215 1.537 0.255 -0.2 1.0 3.1 0.526
H 0.232 3.115 -1.077 0.2 0.0 0.2 0.322
H -1.511 -1.167 -2.092 0.0 -0.1 0.1 0.170
H -1.481 -0.578 -0.439 -0.4 0.1 0.2 -0.303
H -2.823 -1.685 -1.000 0.1 0.3 0.1 0.424
H -1.360 -3.072 0.324 -0.5 0.0 -0.1 0.198
H -1.027 -3.426 -1.405 -0.3 -0.1 0.1 0.273
H 0.505 0.522 -1.509 0.6 -0.2 0.2 0.258
H 1.870 1.555 -0.870 -0.1 0.1 -0.4 0.414
H 0.614 1.609 2.158 0.2 -0.1 0.6 0.350
H 1.633 0.143 2.604 0.0 0.4 0.5 0.390
H 2.355 1.600 1.827 0.1 -0.1 0.0 0.313
H 1.778 -0.546 0.354 -0.3 -0.3 0.1 0.439
H 0.124 -0.239 0.851 0.1 -0.5 -0.3 0.192
```
Forces are in eV/Å.

Output
**Energy**: -366.8892 hartree
**ΔE to the lowest compared entry with this formula, charge and spin**: 295.23 kJ/mol
**HOMO level**: -2.393 eV
**HOMO-LUMO gap**: 0.228 hartree
**Net charge**: -1

(3)
Entry from the OMol25 dataset: C36H58GeN6NdO2P2 as an isolated structure at a distorted geometry (ωB97M-V/def2-TZVPD).

```
106
Properties=species:S:1:pos:R:3:forces:R:3:mulliken_charge:R:1
Nd 0.521 0.563 -0.795 -1.4 0.5 1.2 1.054
C -1.266 3.416 -2.265 0.1 -0.3 0.3 -1.249
P -2.119 1.828 -1.825 -0.6 0.8 -1.1 1.151
C -3.657 2.461 -1.043 0.2 -0.4 0.4 -0.875
C -2.856 1.567 -3.536 0.2 -0.2 0.3 -1.105
C -1.729 1.465 -4.556 0.2 0.0 0.1 -0.913
P -0.356 0.425 -3.873 -0.4 -0.2 -1.0 0.669
C -1.284 -1.167 -3.825 0.2 0.1 0.2 -1.302
C 0.610 0.172 -5.425 0.1 0.1 0.4 -1.309
H -0.288 3.200 -2.714 -0.1 0.2 0.0 0.292
H -1.123 4.004 -1.363 0.0 0.0 0.0 0.121
H -1.872 3.990 -2.967 0.1 0.0 0.0 0.398
H -4.047 3.295 -1.627 0.1 -0.1 0.0 0.494
H -3.481 2.788 -0.021 -0.1 0.0 0.0 -0.031
H -4.394 1.657 -1.024 0.0 0.0 0.0 0.393
H -3.546 2.377 -3.795 0.1 0.0 0.1 0.568
H -3.437 0.641 -3.519 0.0 0.0 0.0 0.361
H -1.337 2.457 -4.791 0.0 0.0 0.0 0.431
H -2.075 1.020 -5.495 0.1 0.0 0.1 0.595
H -1.982 -1.209 -4.662 0.0 0.0 0.0 0.527
H -1.838 -1.241 -2.885 -0.1 -0.1 -0.1 0.240
H -0.598 -2.006 -3.904 -0.1 0.0 0.0 0.406
H -0.049 -0.091 -6.251 0.0 0.0 0.0 0.421
H 1.337 -0.626 -5.285 0.0 0.0 -0.1 0.335
H 1.144 1.089 -5.674 0.0 0.0 0.0 0.390
C 0.248 6.663 1.882 -0.1 -0.2 0.2 -1.215
C -0.442 5.749 2.894 0.3 0.0 -0.1 0.138
N -1.882 5.789 2.792 -0.1 0.0 0.1 0.294
C -2.542 7.013 3.228 -0.3 0.1 -0.1 -0.831
C -3.152 7.790 2.066 0.1 -0.1 0.2 -1.132
C -2.689 4.714 2.582 0.2 0.0 -0.2 -0.563
O -3.900 4.804 2.729 -0.2 0.0 0.1 -0.686
C -2.139 3.406 2.145 0.5 0.0 -0.7 1.094
C -2.757 2.241 2.723 0.0 -0.5 -0.1 -0.381
C -2.501 1.022 2.239 -0.2 0.3 0.0 -1.641
C -1.637 0.797 1.041 -0.1 -0.3 -0.4 0.817
N -1.052 2.030 0.466 1.3 -0.7 0.2 0.077
C -1.300 3.206 1.080 -0.4 0.7 0.5 -1.343
H 1.325 6.558 1.974 0.2 0.0 0.0 0.407
H -0.007 7.703 2.063 0.0 0.1 0.0 0.380
H -0.045 6.410 0.865 0.0 0.0 -0.1 0.232
H -0.152 6.064 3.906 0.0 -0.1 -0.1 0.460
H -0.112 4.720 2.757 0.0 0.1 0.1 -0.335
H -1.812 7.628 3.757 0.0 -0.1 0.0 0.443
H -3.344 6.736 3.920 0.2 0.1 0.0 0.427
H -2.396 8.056 1.331 0.1 0.1 -0.1 0.273
H -3.610 8.700 2.441 -0.1 0.1 0.0 0.410
H -3.917 7.186 1.587 -0.1 0.0 -0.1 0.295
H -3.424 2.388 3.559 -0.1 -0.1 0.1 0.529
H -2.949 0.134 2.658 -0.1 -0.1 0.1 0.533
H -2.286 0.333 0.238 0.2 0.1 0.4 0.035
H -0.811 4.066 0.628 0.0 0.0 0.0 0.508
C -0.742 -4.618 0.687 0.1 -0.1 0.1 -1.000
C 0.629 -4.740 1.345 -0.2 -0.1 -0.1 -0.407
N 1.481 -5.413 -0.929 -1.2 -0.3 0.2 0.291
C 1.894 -7.413 0.476 -0.3 -0.6 0.1 -0.321
C 0.903 -8.108 -0.448 0.2 0.1 0.1 -0.996
C 1.814 -5.166 -2.238 0.0 -0.1 -0.2 -0.413
O 1.969 -6.064 -3.028 0.3 0.2 0.0 -0.602
C 1.983 -3.729 -2.611 0.4 0.1 -0.5 0.557
C 3.152 -3.426 -3.313 -0.4 0.5 0.1 -0.555
C 3.487 -2.091 -3.493 -0.1 -0.3 -0.1 -1.068
C 2.630 -1.121 -3.015 -0.5 0.1 0.2 -0.536
N 1.460 -1.394 -2.410 0.5 -0.7 -0.1 0.592
C 1.160 -2.690 -2.214 0.0 0.3 -0.3 -0.797
H -1.525 -4.664 1.439 -0.1 0.1 0.1 0.471
H -0.899 -5.435 -0.012 -0.1 0.0 -0.1 0.290
H -0.833 -3.678 0.144 -0.1 0.1 0.0 -0.016
H 0.644 -5.637 1.969 0.0 0.1 0.0 0.411
H 0.806 -3.894 2.009 0.0 0.0 0.0 0.126
H 1.479 -7.341 1.487 0.1 0.1 0.0 0.265
H 2.812 -8.004 0.528 -0.1 0.0 0.1 0.419
H -0.093 -7.683 -0.362 -0.1 0.0 0.0 0.226
H 0.857 -9.161 -0.194 -0.1 -0.1 0.1 0.419
H 1.232 -8.019 -1.479 0.0 0.0 -0.1 0.251
H 3.770 -4.224 -3.694 0.1 -0.1 0.1 0.531
H 4.407 -1.814 -3.981 0.1 0.1 -0.1 0.541
H 2.879 -0.067 -3.124 0.0 0.0 0.0 0.449
H 0.210 -2.902 -1.736 0.0 0.0 0.1 0.947
N 2.325 -6.119 -0.028 1.1 0.2 -0.3 -0.522
C 1.777 -4.839 0.350 0.0 0.5 0.2 1.966
C 2.728 -3.680 0.323 0.3 0.1 0.1 -1.565
C 4.096 -3.825 0.124 -0.3 0.2 0.1 -0.087
C 4.856 -2.685 -0.088 -0.1 -0.1 0.0 -0.854
C 4.222 -1.453 -0.146 0.2 0.0 0.1 -0.787
N 2.916 -1.294 0.061 -0.2 0.1 -0.1 0.174
C 2.208 -2.390 0.330 0.1 -0.1 0.3 -0.290
H 4.538 -4.809 0.137 0.0 -0.1 -0.1 0.566
H 5.920 -2.763 -0.250 0.1 0.1 0.0 0.470
H 4.791 -0.558 -0.361 0.0 0.1 0.0 0.499
H 1.160 -2.214 0.558 -0.1 -0.1 0.0 0.470
C 0.789 1.992 3.316 -0.1 -0.5 0.0 -1.502
Ge 0.403 0.060 3.058 0.5 0.0 0.1 1.291
C -0.517 -0.721 4.650 0.2 0.3 -0.7 -1.407
C 2.253 -0.700 3.044 -0.5 0.2 0.0 -1.376
C -0.498 -0.234 1.290 0.4 -0.3 -0.5 -1.072
H 1.595 2.115 4.033 0.2 -0.1 0.1 0.587
H -0.074 2.534 3.685 -0.1 0.1 0.0 0.227
H 1.101 2.434 2.369 0.0 0.1 0.0 0.298
H 0.161 -0.739 5.498 0.2 0.1 0.1 0.427
H -0.833 -1.741 4.452 0.0 -0.1 -0.1 0.397
H -1.390 -0.137 4.918 -0.1 0.1 0.0 0.392
H 2.736 -0.430 3.978 0.0 0.1 0.2 0.538
H 2.835 -0.267 2.233 0.0 0.0 0.0 0.270
H 2.295 -1.780 2.960 0.0 -0.2 -0.1 0.263
H -0.943 -1.245 1.273 0.1 0.1 0.1 0.264
```
Forces are in eV/Å.

Output
**Energy**: -5206.3063 hartree
**Multiplicity**: 4
**ΔE to the lowest compared entry with this formula, charge and spin**: 276.10 kJ/mol
**HOMO level (spin up / spin down)**: -8.744 / -8.761 eV
**HOMO-LUMO gap (spin up / spin down)**: 0.193 / 0.198 hartree
**Net charge**: +1